1.
C35H53Cl2MnN4O4Si | ωB97M-V with the def2-TZVPD basis set

```
100
Properties=species:S:1:pos:R:3:lowdin_charge:R:1
C -0.791 -0.489 -3.830 -0.051
C -0.358 -1.800 -3.249 -0.230
H -0.464 -0.380 -4.871 0.062
H -0.398 0.356 -3.241 0.038
H -1.893 -0.417 -3.815 0.093
C 0.100 -2.850 -3.954 -0.131
C 0.347 -2.886 -5.427 -0.113
H 0.296 -3.793 -3.436 0.098
H 0.191 -1.926 -5.933 0.057
H -0.316 -3.626 -5.896 0.067
H 1.373 -3.222 -5.635 0.062
Mn 0.827 0.236 0.207 0.463
Cl 0.467 1.906 -1.104 0.218
C 0.461 -2.242 1.681 -0.274
O 1.265 -1.293 1.434 -0.109
N 0.757 -3.232 2.518 -0.145
C 2.082 -3.298 3.126 -0.024
C -0.250 -4.208 2.946 -0.035
H -0.541 -2.264 1.220 0.136
H 2.666 -2.438 2.793 0.088
H 2.577 -4.230 2.828 0.085
H 1.978 -3.291 4.218 0.087
H -1.217 -3.974 2.485 0.090
H -0.359 -4.177 4.042 0.084
H 0.053 -5.221 2.647 0.078
H 1.340 2.797 5.048 0.087
H -0.333 4.521 4.392 0.086
C 1.736 2.856 4.030 -0.031
C -0.087 4.423 3.327 -0.036
N 0.645 3.173 3.111 -0.160
H 2.170 1.899 3.738 0.087
C 0.506 2.466 2.001 -0.273
O 1.208 1.422 1.788 -0.159
H -1.016 4.412 2.744 0.087
H -0.251 2.779 1.266 0.089
H 2.502 3.637 3.984 0.090
H 0.512 5.292 3.012 0.088
H 1.976 -0.362 -3.454 0.084
H 2.964 -2.935 -3.154 0.079
C 2.984 -0.102 -3.089 -0.025
C 3.840 -2.397 -2.757 -0.062
N 3.452 -1.127 -2.169 -0.172
H 2.951 0.871 -2.592 0.078
C 3.410 -0.969 -0.835 -0.306
O 3.063 0.080 -0.251 -0.068
H 4.315 -3.009 -1.980 0.084
H 3.721 -1.876 -0.278 0.138
H 3.666 -0.080 -3.950 0.084
H 4.543 -2.230 -3.585 0.084
O 0.543 -1.039 -1.226 -0.324
C -0.451 -1.849 -1.730 -0.406
C 0.877 -3.857 -0.920 -0.047
C -0.359 -3.242 -1.114 -0.193
H 1.789 -3.286 -1.124 0.101
C 0.934 -5.183 -0.483 -0.090
H -1.454 -1.446 -1.498 0.121
C -1.539 -3.899 -0.761 -0.034
H 1.911 -5.666 -0.365 0.099
C -0.252 -5.882 -0.237 -0.125
C -1.487 -5.228 -0.332 -0.098
H -2.484 -3.353 -0.861 0.121
H -0.210 -6.941 0.029 0.092
H -2.414 -5.756 -0.103 0.096
Si 0.303 5.214 -2.314 0.113
Cl 0.032 3.599 -3.638 0.241
C 2.133 5.465 -2.068 -0.218
C -0.802 5.014 -0.814 -0.225
C -0.273 6.740 -3.266 -0.238
H 2.668 4.521 -1.922 0.023
H 2.342 6.123 -1.214 0.028
H 2.540 5.958 -2.961 0.025
H 0.429 6.943 -4.090 0.021
H -0.310 7.630 -2.622 0.025
H -1.271 6.578 -3.697 0.022
H -0.671 4.044 -0.320 -0.047
H -1.860 5.087 -1.108 0.032
H -0.611 5.811 -0.079 0.028
C -4.013 3.034 -0.191 -0.158
C -3.323 2.151 -1.036 -0.116
C -2.507 1.177 -0.496 -0.086
C -2.332 1.060 0.911 -0.337
C -3.051 1.957 1.746 -0.065
C -3.864 2.942 1.197 -0.135
N -1.420 0.161 1.393 0.030
C -1.657 -0.451 2.605 -0.335
C -0.669 -0.444 3.628 -0.051
C -0.892 -1.055 4.850 -0.118
C -2.077 -1.760 5.066 -0.152
C -3.045 -1.825 4.055 -0.122
C -2.855 -1.162 2.849 -0.044
H -4.661 3.794 -0.628 0.079
H -3.401 2.233 -2.121 0.098
H -1.944 0.490 -1.131 0.060
H -2.926 1.874 2.825 0.103
H -4.380 3.642 1.863 0.088
H 0.249 0.105 3.430 0.090
H -0.130 -0.986 5.630 0.094
H -2.255 -2.248 6.026 0.081
H -3.963 -2.396 4.207 0.090
H -3.609 -1.174 2.057 0.115
```

Calculated values
2S+1   6
LUMO (alpha / beta)   2.51 / 2.51 eV
Charge   -1
Relative energy (zero: lowest compared OMol25 entry of this formula, charge and spin)   0.000 eV
Molar mass   747.8 g/mol
HOMO level (alpha / beta)   -2.71 / -3.28 eV

---

2.
C35H53ClGaN3O7PSbSi | ωB97M-V with the def2-TZVPD basis set

```
103
Properties=species:S:1:pos:R:3:lowdin_charge:R:1
Ga 0.342 0.217 0.386 0.303
O 4.797 -0.678 3.948 0.139
C 3.753 -0.764 4.744 -0.506
O 3.855 -0.837 5.941 0.077
C 2.401 -0.731 4.097 -0.026
C 1.200 -0.777 4.793 -0.547
Cl 0.977 -1.109 6.436 0.858
N 0.182 -0.621 3.905 -0.025
N 0.672 -0.482 2.663 0.138
C 1.991 -0.552 2.762 -0.103
C 2.766 -0.617 1.496 -0.499
O 3.987 -0.707 1.496 0.106
O 2.044 -0.641 0.429 -0.154
C -1.222 -0.637 4.157 -0.206
C -2.053 -1.226 3.212 -0.012
C -3.417 -1.256 3.445 -0.061
C -3.949 -0.708 4.602 -0.070
C -3.112 -0.104 5.527 -0.067
C -1.746 -0.060 5.308 -0.048
H 4.564 -0.671 2.981 0.059
H -1.633 -1.637 2.304 0.078
H -4.070 -1.716 2.717 0.085
H -5.015 -0.738 4.782 0.107
H -3.522 0.348 6.419 0.109
H -1.106 0.439 6.016 0.087
C -1.392 -0.673 -4.720 -0.188
C 0.079 -0.955 -4.461 -0.418
Sb 0.871 -0.070 -2.614 1.496
C 2.860 -0.914 -2.969 -0.399
C 3.468 -0.735 -4.354 -0.176
C 0.801 1.933 -3.498 -0.389
C 1.702 2.226 -4.689 -0.175
H -1.712 -1.133 -5.658 0.072
H -1.586 0.398 -4.796 0.059
H -2.007 -1.075 -3.919 0.033
H 0.680 -0.560 -5.278 0.032
H 0.253 -2.031 -4.410 0.037
H 2.720 -1.977 -2.753 0.036
H 3.526 -0.508 -2.208 0.033
H 2.806 -1.111 -5.133 0.053
H 4.408 -1.288 -4.424 0.071
H 3.682 0.312 -4.556 0.048
H 0.995 2.643 -2.698 0.022
H -0.248 2.034 -3.789 0.039
H 2.746 2.263 -4.381 0.050
H 1.450 3.200 -5.115 0.071
H 1.590 1.480 -5.477 0.053
C -4.588 -1.980 -0.247 -0.034
C -4.065 -0.583 -0.600 -0.608
C -4.837 0.495 0.176 -0.040
C -4.196 -0.345 -2.110 -0.047
C -2.645 -0.470 -0.237 -0.093
C -1.497 -0.308 0.106 -0.072
H -5.647 -2.055 -0.497 0.090
H -4.465 -2.185 0.816 0.059
H -4.043 -2.742 -0.805 0.080
H -5.894 0.472 -0.097 0.087
H -4.434 1.483 -0.050 0.085
H -4.755 0.332 1.252 0.074
H -5.247 -0.272 -2.397 0.089
H -3.750 -1.172 -2.659 0.067
H -3.682 0.573 -2.394 0.089
C -1.639 2.149 2.231 -0.159
Si -0.420 3.163 1.208 0.445
C 0.521 4.254 2.442 -0.157
C -1.541 4.145 0.026 -0.160
N 0.716 2.118 0.368 -0.092
C 1.795 2.704 -0.312 -0.357
C 1.835 4.082 -0.576 -0.072
C 2.887 4.667 -1.260 -0.082
C 3.948 3.909 -1.728 -0.104
C 3.933 2.545 -1.482 -0.084
C 2.886 1.961 -0.790 -0.088
H -2.064 2.747 3.038 0.048
H -1.156 1.282 2.666 -0.012
H -2.460 1.786 1.614 0.016
H -0.181 4.724 3.133 0.028
H 1.087 5.049 1.959 0.020
H 1.226 3.660 3.025 0.034
H -2.447 4.448 0.553 0.028
H -1.832 3.520 -0.821 0.029
H -1.088 5.054 -0.372 0.019
H 1.019 4.712 -0.252 0.065
H 2.868 5.735 -1.438 0.104
H 4.766 4.367 -2.266 0.098
H 4.747 1.917 -1.825 0.108
H 2.943 0.905 -0.594 0.054
C -0.684 -4.241 -2.037 -0.131
O 0.360 -4.332 -1.078 -0.343
P 0.674 -2.976 -0.180 0.840
O 1.960 -3.603 0.581 -0.326
C 3.231 -3.669 -0.060 -0.108
O -0.369 -3.131 1.053 -0.375
C -0.470 -4.352 1.792 -0.102
H -0.697 -5.176 -2.593 0.088
H -0.513 -3.409 -2.727 0.056
H -1.653 -4.091 -1.552 0.077
H 3.587 -2.677 -0.339 0.066
H 3.185 -4.306 -0.945 0.084
H 3.921 -4.101 0.662 0.093
H -1.465 -4.379 2.235 0.085
H 0.282 -4.383 2.580 0.087
H -0.336 -5.215 1.140 0.082
```

Calculated values
2S+1   1
LUMO   -0.02 eV
Charge   0
Relative energy (zero: lowest compared OMol25 entry of this formula, charge and spin)   0.442 eV
Molar mass   913.8 g/mol
HOMO level   -7.75 eV

---

3.
C35H53F6NO7 | ωB97M-V with the def2-TZVPD basis set

```
102
Properties=species:S:1:pos:R:3:lowdin_charge:R:1
C -0.995 1.031 -1.556 0.057
C -1.685 0.059 -0.969 -0.058
C -1.911 -0.099 0.542 -0.194
C -3.037 0.904 0.917 -0.407
F -4.098 0.571 0.118 0.085
F -3.485 0.700 2.178 0.120
C -2.776 2.382 0.683 -0.096
C -1.601 3.002 0.958 -0.033
C -1.408 4.319 0.728 -0.046
C -2.402 5.055 0.180 -0.011
C -3.579 4.440 -0.126 -0.120
C -4.685 5.232 -0.769 -0.574
F -5.679 4.470 -1.218 0.153
F -4.178 5.867 -1.869 0.114
F -5.169 6.196 0.017 0.159
C -3.774 3.132 0.137 0.051
C -2.612 -1.498 0.621 -0.022
C -1.390 -2.422 0.652 -0.431
O -1.238 -3.480 0.068 0.092
N -0.514 -1.746 1.455 0.140
C -0.656 -0.271 1.459 -0.232
C 0.715 0.211 0.938 -0.124
O 1.162 -0.487 -0.215 -0.128
C 2.400 -1.121 -0.017 -0.179
C 2.998 -1.410 -1.406 -0.148
O 1.968 -1.754 -2.322 -0.112
C 1.811 -0.818 -3.341 -0.203
C 0.890 -1.324 -4.457 -0.183
O 0.202 -2.497 -4.084 -0.137
C -0.850 -2.809 -4.970 -0.252
C -2.206 -2.613 -4.260 -0.044
C -0.734 0.042 2.986 -0.295
C -1.583 -0.897 3.830 -0.019
F -1.081 1.358 3.253 -0.004
H -0.127 1.510 -1.128 0.062
H -1.251 1.369 -2.553 0.075
H -2.115 -0.698 -1.606 0.100
H -0.770 2.453 1.370 0.100
H -0.477 4.808 0.968 0.120
H -2.299 6.111 -0.023 0.132
H -4.739 2.724 -0.107 0.138
H -3.313 -1.639 1.438 0.123
H -3.186 -1.782 -0.255 0.123
H 0.413 -2.123 1.591 0.147
H 0.707 1.272 0.676 0.116
H 1.475 0.114 1.713 0.124
H 2.297 -2.095 0.478 0.121
H 3.117 -0.506 0.528 0.114
H 3.696 -2.244 -1.377 0.127
H 3.460 -0.482 -1.749 0.120
H 1.401 0.131 -2.972 0.110
H 2.762 -0.550 -3.817 0.120
H 0.159 -0.547 -4.716 0.105
H 1.447 -1.521 -5.380 0.123
H -0.807 -3.857 -5.261 0.115
H -0.846 -2.193 -5.871 0.099
H -2.008 -1.992 -3.387 0.054
H -2.938 -2.111 -4.890 0.061
H -2.609 -3.551 -3.887 0.070
H 0.284 -0.085 3.359 0.126
H -2.529 -1.150 3.371 0.065
H -1.801 -0.374 4.763 0.089
H -1.023 -1.787 4.091 0.082
C -2.147 1.861 -7.938 -0.171
C -3.613 1.629 -7.591 -0.171
C -3.752 0.131 -7.818 -0.203
O -2.476 -0.447 -7.524 -0.152
C -1.499 0.592 -7.405 -0.211
H -1.728 2.766 -7.501 0.112
H -2.025 1.918 -9.023 0.114
H -3.788 1.868 -6.539 0.114
H -4.306 2.215 -8.192 0.112
H -3.996 -0.092 -8.862 0.117
H -4.510 -0.324 -7.180 0.116
H -1.237 0.697 -6.345 0.104
H -0.602 0.309 -7.957 0.119
C 5.690 -1.661 4.441 -0.162
C 5.892 -2.698 3.340 -0.162
C 4.736 -2.381 2.402 -0.210
O 4.487 -0.976 2.523 -0.160
C 5.205 -0.460 3.652 -0.189
H 6.589 -1.452 5.019 0.118
H 4.912 -1.995 5.127 0.097
H 6.846 -2.526 2.834 0.114
H 5.878 -3.727 3.695 0.113
H 3.827 -2.917 2.698 0.117
H 4.956 -2.622 1.360 0.114
H 6.045 0.138 3.281 0.122
H 4.551 0.183 4.231 0.087
C 1.812 -0.537 7.845 -0.164
C 1.276 0.183 6.614 -0.165
C 2.560 0.645 5.941 -0.195
O 3.566 -0.326 6.264 -0.172
C 3.074 -1.187 7.299 -0.198
H 1.115 -1.258 8.271 0.114
H 2.068 0.189 8.620 0.116
H 0.747 -0.524 5.969 0.101
H 0.599 1.005 6.843 0.118
H 2.885 1.616 6.328 0.124
H 2.464 0.719 4.856 0.106
H 2.856 -2.165 6.855 0.118
H 3.846 -1.316 8.058 0.120
```

Calculated values
2S+1   1
SMILES   C=C[C@@]1(C(F)(F)c2cccc(C(F)(F)F)c2)CC(=O)N[C@]1(COCCOCCOCC)[C@H](C)F.C1CCOC1.C1CCOC1.C1CCOC1
LUMO   0.49 eV
Charge   0
Molar mass   713.8 g/mol
HOMO level   -8.90 eV

---

4.
C35H53MnN6O2PSSe2 | ωB97M-V with the def2-TZVPD basis set

```
101
Properties=species:S:1:pos:R:3:lowdin_charge:R:1
Mn -0.758 -0.856 0.177 0.725
C -7.860 -1.138 -3.251 -0.037
C -6.523 -0.665 -2.746 -0.248
C -5.346 -1.298 -3.130 -0.017
C -4.115 -0.887 -2.641 -0.072
C -4.075 0.183 -1.757 -0.301
C -5.235 0.855 -1.375 -0.044
C -6.446 0.423 -1.873 -0.021
S -2.577 0.661 -1.033 0.623
O -1.489 -0.151 -1.661 -0.384
O -2.472 2.085 -1.082 -0.246
N -2.487 0.044 0.436 -0.226
C -2.657 0.706 1.680 -0.248
C -3.531 1.696 2.010 0.009
C -3.574 2.198 3.338 -0.044
C -2.761 1.697 4.309 -0.022
C -1.824 0.685 3.979 -0.143
C -0.911 0.127 4.904 0.023
C 0.014 -0.783 4.488 -0.018
C 0.056 -1.145 3.131 -0.104
N -0.794 -0.681 2.255 0.042
C -1.759 0.219 2.662 -0.163
H -7.755 -1.745 -4.148 0.081
H -8.516 -0.297 -3.477 0.085
H -8.358 -1.746 -2.493 0.091
H -5.389 -2.128 -3.826 0.123
H -3.201 -1.373 -2.956 0.101
H -5.187 1.721 -0.727 0.108
H -7.352 0.946 -1.591 0.123
H -4.190 2.108 1.259 0.105
H -4.274 2.988 3.577 0.116
H -2.807 2.072 5.324 0.121
H -0.956 0.435 5.944 0.131
H 0.729 -1.219 5.171 0.117
H 0.812 -1.819 2.756 0.090
C 1.856 -4.016 -1.015 -0.391
Se 0.652 -4.004 0.502 0.889
C -0.672 -5.213 -0.229 -0.574
C -2.073 -4.882 0.261 -0.546
Se -2.664 -3.154 -0.411 0.959
C -3.980 -2.768 0.962 -0.362
H 1.377 -3.521 -1.857 0.023
H 2.123 -5.043 -1.249 0.030
H 2.744 -3.457 -0.734 0.007
H -0.399 -6.229 0.042 0.069
H -0.611 -5.119 -1.313 0.067
H -2.155 -4.861 1.347 0.071
H -2.773 -5.617 -0.126 0.069
H -3.485 -2.575 1.910 0.026
H -4.662 -3.608 1.047 0.033
H -4.525 -1.884 0.643 0.014
N 1.003 -0.771 -0.113 -0.268
P 2.026 0.395 -0.307 0.559
N 2.577 0.431 -1.851 -0.201
C 3.994 0.515 -2.236 -0.193
C 4.219 -0.305 -3.497 -0.176
C 3.432 0.283 -4.681 -0.184
C 2.127 0.948 -4.207 -0.175
C 1.599 0.277 -2.949 -0.208
N 3.346 0.215 0.673 -0.196
C 4.130 1.387 1.110 -0.204
C 5.532 0.961 1.518 -0.170
C 5.504 -0.037 2.694 -0.183
C 4.165 -0.783 2.750 -0.186
C 3.662 -1.062 1.341 -0.203
N 1.479 1.916 0.039 -0.187
C 0.697 2.116 1.268 -0.202
C 1.040 3.441 1.937 -0.172
C 0.876 4.596 0.949 -0.190
C 1.706 4.335 -0.309 -0.174
C 1.314 3.003 -0.934 -0.185
H 4.606 0.144 -1.417 0.099
H 4.292 1.556 -2.419 0.122
H 3.891 -1.329 -3.297 0.112
H 5.284 -0.348 -3.725 0.113
H 3.213 -0.507 -5.402 0.108
H 4.046 1.021 -5.202 0.108
H 1.366 0.913 -4.987 0.115
H 2.304 2.006 -3.989 0.105
H 1.412 -0.786 -3.142 0.117
H 0.644 0.710 -2.650 0.089
H 3.640 1.891 1.950 0.104
H 4.182 2.111 0.299 0.107
H 6.106 1.850 1.779 0.114
H 6.026 0.512 0.651 0.109
H 5.689 0.477 3.639 0.108
H 6.310 -0.763 2.570 0.110
H 3.412 -0.182 3.274 0.107
H 4.271 -1.721 3.301 0.114
H 2.764 -1.669 1.348 0.061
H 4.432 -1.617 0.785 0.122
H 0.892 1.290 1.955 0.100
H -0.370 2.122 1.029 0.106
H 2.077 3.407 2.287 0.102
H 0.399 3.579 2.812 0.113
H 1.169 5.537 1.414 0.111
H -0.181 4.686 0.670 0.118
H 2.768 4.300 -0.043 0.111
H 1.573 5.135 -1.039 0.116
H 1.910 2.791 -1.817 0.100
H 0.260 3.055 -1.241 0.119
```

Calculated values
2S+1   5
LUMO (alpha / beta)   -3.17 / -3.08 eV
Charge   +1
Molar mass   865.7 g/mol
HOMO level (alpha / beta)   -10.23 / -10.12 eV